1.
Below is a structure of composition C33H25GeN2O3Ru at a distorted geometry, with properties calculated with ωB97M-V/def2-TZVPD.

The geometry in ORCA input format:
```
! RIJCOSX wB97M-V def2-TZVPD def2/J DEFGRID3
* xyz -1 1
Ru 1.349 -0.729 1.756
O 5.763 -1.367 -0.377
C 5.610 -0.255 -1.150
C 6.576 0.035 -2.116
C 6.467 1.146 -2.928
C 5.377 1.992 -2.783
C 4.421 1.705 -1.826
C 4.503 0.591 -0.987
C 3.414 0.347 0.023
O 3.458 -0.695 0.758
N 2.476 1.275 0.035
N 1.539 0.994 1.005
C 0.693 1.930 1.417
C -0.296 1.686 2.370
C -1.267 2.716 2.638
C -2.202 2.586 3.600
C -2.222 1.402 4.435
C -1.359 0.396 4.249
C -0.353 0.382 3.152
O 0.957 -0.008 3.555
H 6.581 -1.799 -0.642
H 7.424 -0.636 -2.221
H 7.230 1.346 -3.671
H 5.272 2.867 -3.411
H 3.560 2.346 -1.695
H 0.776 2.892 0.919
H -1.215 3.627 2.049
H -2.923 3.374 3.781
H -2.953 1.351 5.236
H -1.369 -0.479 4.889
C -0.472 -0.591 1.985
Ge -1.446 -0.666 0.333
C -1.176 0.835 -0.910
C -1.931 2.000 -0.774
C -1.731 3.081 -1.620
C -0.761 3.015 -2.614
C -0.005 1.862 -2.761
C -0.220 0.778 -1.919
C -3.390 -0.900 0.525
C -3.884 -1.521 1.672
C -5.246 -1.726 1.846
C -6.141 -1.309 0.870
C -5.666 -0.685 -0.275
C -4.302 -0.483 -0.443
C -0.686 -2.279 -0.505
C 0.700 -2.479 -0.487
C 1.264 -3.664 -0.933
C 0.449 -4.681 -1.418
C -0.925 -4.497 -1.458
C -1.481 -3.305 -1.001
H -2.672 2.072 0.015
H -2.325 3.979 -1.497
H -0.595 3.863 -3.268
H 0.764 1.807 -3.522
H 0.388 -0.111 -2.037
H -3.191 -1.831 2.448
H -5.609 -2.206 2.747
H -7.204 -1.465 1.004
H -6.359 -0.350 -1.038
H -3.944 0.012 -1.340
H 1.419 -1.712 -0.172
H 2.340 -3.784 -0.899
H 0.883 -5.611 -1.763
H -1.569 -5.283 -1.834
H -2.560 -3.184 -1.018
*
```

Output
**Calculated total energy**: -3779.47867 Eh
**HOMO-LUMO gap (alpha / beta)**: 5.91 / 5.91 eV
**Energy above the lowest of the compared OMol25 structures with the same formula, charge and spin**: 1.930 eV
**HOMO level (alpha / beta)**: -0.1194 / -0.1194 hartree

These are the Löwdin partial charges, in e, on atoms 1 to 5: atom 1 (Ru): 1.1700, atom 2 (O): 0.0554, atom 3 (C): -0.2571, atom 4 (C): -0.0477, atom 5 (C): -0.1117


2.
Below is a structure of composition C46H44LuN13O6S at a distorted geometry, with properties calculated with ωB97M-V/def2-TZVPD.

The geometry in ORCA input format:
```
! RIJCOSX wB97M-V def2-TZVPD def2/J DEFGRID3
* xyz 2 1
Lu 0.087 0.032 -0.205
C 0.483 3.766 -0.750
C 1.825 3.273 -1.298
C 2.651 2.611 -0.235
C 3.773 3.289 0.241
C 4.576 2.724 1.212
C 4.194 1.492 1.721
C 3.052 0.898 1.222
N 2.284 1.415 0.251
N -0.570 2.731 -0.792
C -1.567 3.036 0.243
C -0.955 2.909 1.614
C -1.292 3.802 2.627
C -0.715 3.657 3.877
C 0.232 2.662 4.050
C 0.544 1.855 2.971
N -0.058 1.933 1.786
C -1.207 2.797 -2.109
C -2.076 1.621 -2.449
C -2.990 1.757 -3.494
C -3.696 0.652 -3.925
C -3.464 -0.564 -3.295
C -2.569 -0.603 -2.244
N -1.890 0.466 -1.807
H 0.625 4.088 0.283
H 0.161 4.643 -1.326
H 1.660 2.580 -2.120
H 2.369 4.134 -1.685
H 4.013 4.257 -0.169
H 5.465 3.223 1.566
H 4.761 0.988 2.488
H 2.733 -0.048 1.636
H -1.965 4.057 0.115
H -2.398 2.327 0.153
H -1.996 4.597 2.438
H -0.989 4.304 4.695
H 0.728 2.518 4.995
H 1.325 1.117 3.066
H -1.787 3.730 -2.217
H -0.410 2.803 -2.862
H -3.114 2.711 -3.980
H -4.412 0.729 -4.727
H -3.962 -1.465 -3.618
H -2.361 -1.534 -1.730
O 4.685 -6.076 1.833
N 4.711 -5.214 2.676
O 5.458 -5.147 3.618
C 3.703 -4.163 2.564
C 3.105 -3.747 3.706
C 2.050 -2.796 3.661
C 1.327 -2.452 4.815
C 0.264 -1.593 4.686
C -0.005 -1.030 3.434
N 0.674 -1.304 2.335
C 1.675 -2.207 2.429
C 2.409 -2.555 1.238
N 2.155 -1.854 0.112
C 2.837 -2.167 -0.975
C 3.752 -3.220 -1.041
C 4.022 -3.945 0.093
C 3.380 -3.588 1.293
H 3.404 -4.153 4.662
H 1.606 -2.872 5.770
H -0.354 -1.340 5.532
H -0.804 -0.308 3.323
H 2.654 -1.558 -1.851
H 4.243 -3.448 -1.973
H 4.725 -4.764 0.068
S -1.515 -4.982 0.817
C -0.841 -4.755 -0.740
C -0.536 -3.449 -0.936
N -0.831 -2.613 0.102
C -1.353 -3.292 1.084
H -0.711 -5.564 -1.427
H -0.086 -3.043 -1.820
H -1.674 -2.859 2.013
O 0.844 0.952 -2.899
C 0.684 -0.264 -3.082
O 0.420 -1.032 -2.103
C 0.805 -0.915 -4.426
C 1.528 -0.380 -5.492
C 1.664 -1.097 -6.673
C 1.096 -2.354 -6.809
C 0.362 -2.872 -5.751
C 0.207 -2.158 -4.577
N -0.255 -4.180 -5.826
O -0.730 -4.607 -4.792
O -0.254 -4.753 -6.886
H 1.990 0.591 -5.392
H 2.223 -0.682 -7.498
H 1.214 -2.937 -7.710
H -0.392 -2.574 -3.783
C -6.477 1.322 0.595
C -6.539 0.908 2.063
C -6.085 2.038 2.981
C -5.735 -0.383 2.326
N -4.351 -0.238 1.968
C -3.686 -0.622 0.864
N -2.438 -0.196 0.958
N -2.370 0.439 2.133
N -3.486 0.419 2.728
H -7.143 2.164 0.424
H -6.796 0.509 -0.052
H -5.472 1.628 0.308
H -7.576 0.662 2.304
H -5.040 2.292 2.812
H -6.203 1.763 4.027
H -6.694 2.916 2.792
H -6.147 -1.218 1.756
H -5.777 -0.610 3.394
H -4.109 -1.179 0.055
*
```

Output
**Calculated total energy**: -4575.90062 Eh
**HOMO-LUMO gap**: 8.65 eV
**Energy above the lowest of the compared OMol25 structures with the same formula, charge and spin**: 0.000 eV
**HOMO level**: -0.5087 hartree

These are the Löwdin partial charges, in e, on atoms 1 to 5: atom 1 (Lu): 1.8466, atom 2 (C): -0.1499, atom 3 (C): -0.1034, atom 4 (C): -0.2569, atom 5 (C): 0.0057


3.
Below is an isolated molecule of C23H21NO7 at a distorted geometry, with properties calculated with ωB97M-V/def2-TZVPD.

The geometry in ORCA input format:
```
! RIJCOSX wB97M-V def2-TZVPD def2/J DEFGRID3
* xyz 0 1
C -5.251 -3.308 0.589
H -4.520 -2.993 1.340
O -6.451 -2.580 0.697
C -6.408 -1.230 0.525
C -5.259 -0.508 0.243
C -5.317 0.880 0.083
C -6.546 1.531 0.211
C -7.690 0.807 0.491
C -7.631 -0.564 0.648
H -8.513 -1.144 0.867
H -8.639 1.313 0.589
H -6.597 2.602 0.090
C -4.142 1.664 -0.211
C -2.869 1.265 -0.395
C -1.747 2.197 -0.699
O -1.828 3.404 -0.817
C -0.597 1.307 -0.811
C 0.749 1.514 -1.074
C 1.602 0.430 -1.113
C 1.123 -0.864 -0.876
C -0.232 -1.086 -0.612
C -1.067 0.006 -0.583
O -2.407 -0.029 -0.338
H -0.585 -2.087 -0.432
O 1.878 -1.992 -0.915
C 3.270 -1.884 -1.042
C 3.899 -1.137 0.136
O 3.255 -0.755 1.094
N 5.224 -0.924 0.046
C 5.849 -0.063 1.042
C 4.963 1.166 1.236
O 4.521 1.809 0.323
O 4.798 1.472 2.515
H 4.189 2.221 2.614
C 7.204 0.290 0.422
H 7.099 1.194 -0.181
C 7.495 -0.909 -0.478
H 7.864 -1.744 0.118
C 6.117 -1.243 -1.048
H 5.898 -0.615 -1.921
H 6.024 -2.292 -1.335
H 8.221 -0.683 -1.256
H 7.970 0.453 1.177
H 5.942 -0.585 2.000
H 3.550 -1.390 -1.984
H 3.637 -2.915 -1.061
H 2.648 0.609 -1.296
H 1.120 2.512 -1.243
H -4.284 2.734 -0.305
H -4.306 -0.998 0.144
H -4.810 -3.210 -0.409
H -5.521 -4.348 0.763
*
```

Output
**SMILES**: COc1cccc(/C=C2\Oc3cc(OCC(=O)N4CCC[C@H]4C(=O)O)ccc3C2=O)c1
**Calculated total energy**: -1470.50389 Eh
**HOMO-LUMO gap**: 7.70 eV
**Energy above the lowest of the compared OMol25 structures with the same formula, charge and spin**: 0.007 eV
**HOMO level**: -0.2944 hartree

These are the Löwdin partial charges, in e, on atoms 1 to 5: atom 1 (C): -0.0861, atom 2 (H): 0.0974, atom 3 (O): -0.0823, atom 4 (C): -0.2647, atom 5 (C): 0.0460


4.
Below is a structure of composition C24H25N4O2PRuS, with properties calculated with ωB97M-V/def2-TZVPD.

The geometry in ORCA input format:
```
! RIJCOSX wB97M-V def2-TZVPD def2/J DEFGRID3
* xyz 1 2
Ru 0.014 0.598 -0.066
C 3.502 4.904 1.319
C 3.695 4.667 -0.169
N 3.233 3.359 -0.648
C 2.043 2.801 -0.444
S 1.838 1.187 -1.223
N 1.115 3.385 0.272
N -0.009 2.623 0.290
C -1.086 3.063 0.847
C -1.167 4.311 1.651
C -2.258 2.191 0.589
C -3.561 2.564 0.875
C -4.607 1.764 0.435
C -4.332 0.620 -0.293
C -3.011 0.279 -0.519
N -1.999 1.028 -0.077
H 3.930 5.876 1.565
H 4.023 4.147 1.905
H 2.454 4.904 1.601
H 4.761 4.683 -0.392
H 3.223 5.454 -0.763
H 3.820 2.893 -1.320
H -0.368 4.285 2.393
H -2.121 4.413 2.158
H -1.000 5.191 1.027
H -3.761 3.478 1.411
H -5.629 2.047 0.648
H -5.119 -0.015 -0.674
H -2.741 -0.615 -1.064
O 0.864 -1.037 3.476
C 0.302 -0.855 2.439
O 0.333 0.352 1.829
C -0.502 -1.908 1.681
P -0.032 -1.747 -0.085
C 1.509 -2.681 -0.231
C 2.718 -2.050 0.052
C 3.900 -2.776 0.044
C 3.881 -4.130 -0.253
C 2.677 -4.765 -0.532
C 1.494 -4.047 -0.515
C -1.248 -2.665 -1.059
C -2.432 -3.150 -0.506
C -3.367 -3.790 -1.309
C -3.126 -3.945 -2.666
C -1.946 -3.467 -3.222
C -1.011 -2.830 -2.424
H -1.552 -1.619 1.783
H -0.349 -2.898 2.105
H 2.743 -0.994 0.287
H 4.834 -2.281 0.270
H 4.804 -4.694 -0.266
H 2.661 -5.823 -0.759
H 0.560 -4.553 -0.728
H -2.629 -3.051 0.554
H -4.277 -4.176 -0.870
H -3.853 -4.448 -3.290
H -1.753 -3.595 -4.279
H -0.090 -2.465 -2.864
*
```

Output
**Calculated total energy**: -2133.33620 Eh
**HOMO-LUMO gap (alpha / beta)**: 7.13 / 6.93 eV
**Energy above the lowest of the compared OMol25 structures with the same formula, charge and spin**: 0.697 eV
**HOMO level (alpha / beta)**: -0.4156 / -0.4171 hartree

These are the Löwdin partial charges, in e, on atoms 1 to 5: atom 1 (Ru): 0.9088, atom 2 (C): -0.0867, atom 3 (C): -0.2130, atom 4 (N): -0.0054, atom 5 (C): -0.6920


5.
Below is a structure of composition C52H43F9N5OP2PtS at a distorted geometry, with properties calculated with ωB97M-V/def2-TZVPD.

The geometry in ORCA input format:
```
! RIJCOSX wB97M-V def2-TZVPD def2/J DEFGRID3
* xyz 3 5
Pt 0.015 1.393 0.568
N -3.692 -0.308 2.964
C -2.752 0.345 2.292
S -1.829 -0.703 1.023
N -2.282 1.449 2.738
N -1.316 2.129 2.067
C -1.045 3.312 2.485
C -0.060 4.119 1.769
C 0.212 5.422 2.136
C 1.097 6.163 1.358
C 1.658 5.582 0.236
C 1.344 4.260 -0.067
N 0.516 3.550 0.691
H -4.121 -1.141 2.589
H -4.188 0.188 3.693
H -1.590 3.723 3.329
H -0.268 5.854 3.005
H 1.332 7.185 1.625
H 2.334 6.131 -0.404
H 1.767 3.762 -0.930
C -2.388 3.644 -1.847
C -3.748 2.965 -1.889
C -3.747 1.796 -2.871
C -4.228 2.545 -0.488
C -5.744 2.268 -0.471
O -5.826 0.827 -0.334
C -4.585 0.408 -0.082
N -3.633 1.251 -0.067
C -4.426 -1.051 0.063
C -5.509 -1.846 -0.302
C -5.383 -3.221 -0.446
C -4.142 -3.806 -0.279
C -3.055 -3.041 0.122
C -3.209 -1.684 0.374
P -0.173 -2.140 -0.871
C -0.133 -2.679 -2.597
C 0.205 -3.952 -3.052
C 0.239 -4.208 -4.416
C -0.061 -3.203 -5.326
C -0.427 -1.942 -4.877
C -0.472 -1.683 -3.516
C -0.909 -1.684 2.247
C -0.800 -3.185 2.320
C -0.807 -3.613 3.770
C -0.340 -2.818 4.760
C 0.035 -1.489 4.471
C -0.338 -0.927 3.242
H -2.149 4.094 -2.811
H -1.608 2.906 -1.630
H -2.350 4.428 -1.090
H -4.478 3.701 -2.237
H -2.973 1.072 -2.606
H -3.547 2.153 -3.881
H -4.706 1.272 -2.898
H -3.954 3.312 0.238
H -6.240 2.536 -1.400
H -6.273 2.717 0.366
H -6.446 -1.356 -0.522
H -6.237 -3.816 -0.738
H -4.001 -4.865 -0.452
H -2.104 -3.536 0.214
H 0.432 -4.758 -2.368
H 0.500 -5.197 -4.767
H -0.014 -3.405 -6.388
H -0.683 -1.167 -5.588
H -0.768 -0.700 -3.162
H -1.619 -3.690 1.828
H -1.160 -4.610 3.990
H -0.288 -3.186 5.776
H 0.501 -0.868 5.224
H -0.233 0.140 3.143
F 2.514 1.514 -6.162
C 3.180 0.528 -5.555
F 2.753 -0.636 -6.069
F 4.476 0.654 -5.837
C 2.942 0.542 -4.060
C 1.830 1.183 -3.543
C 1.598 1.131 -2.177
C 2.474 0.455 -1.331
C 3.603 -0.168 -1.862
C 3.831 -0.128 -3.227
P 2.116 0.323 0.442
C 2.061 -1.431 0.781
C 2.271 -2.003 2.044
C 1.733 -3.217 2.372
C 0.548 -3.751 1.608
C 0.714 -3.447 0.105
C 1.577 -2.303 -0.299
C 0.507 -5.292 1.712
F 1.504 -5.847 1.021
F -0.653 -5.755 1.207
F 0.616 -5.734 2.966
C 3.506 0.989 1.377
C 3.498 2.294 1.869
C 4.635 2.828 2.452
C 5.783 2.056 2.546
C 5.795 0.747 2.088
C 4.658 0.209 1.507
C 7.021 2.639 3.198
F 8.128 2.072 2.718
F 7.093 3.957 2.985
F 6.983 2.435 4.519
H 1.156 1.713 -4.202
H 0.709 1.617 -1.779
H 4.306 -0.685 -1.220
H 4.701 -0.616 -3.648
H 2.899 -1.489 2.766
H 2.063 -3.753 3.252
H 0.876 -4.342 -0.475
H 2.260 -2.477 -1.127
H 2.598 2.887 1.817
H 4.635 3.842 2.830
H 6.692 0.149 2.182
H 4.678 -0.816 1.161
*
```

Output
**Calculated total energy**: -4454.32123 Eh
**HOMO-LUMO gap (alpha / beta)**: 5.70 / 4.88 eV
**HOMO level (alpha / beta)**: -0.5396 / -0.5781 hartree

These are the Löwdin partial charges, in e, on atoms 1 to 5: atom 1 (Pt): 0.9340, atom 2 (N): 0.1964, atom 3 (C): -0.5210, atom 4 (S): 1.0753, atom 5 (N): 0.0445


6.
Below is an isolated molecule of C5H7NO, with properties calculated with ωB97M-V/def2-TZVPD.

The geometry in ORCA input format:
```
! RIJCOSX wB97M-V def2-TZVPD def2/J DEFGRID3
* xyz 0 1
O 1.456 1.169 -0.109
C 1.763 0.267 0.834
N 0.808 -0.257 1.467
C -0.009 1.279 -0.265
C -0.571 0.133 -1.132
C -1.308 -0.968 -0.487
C -1.949 -1.898 -0.064
H 2.839 0.074 0.948
H 1.065 -0.949 2.145
H -0.069 2.228 -0.782
H -0.572 1.344 0.677
H -1.234 0.581 -1.880
H 0.282 -0.278 -1.682
H -2.502 -2.724 0.331
*
```

Output
**SMILES**: [H]/N=C/OCCC#C
**Calculated total energy**: -324.61932 Eh
**HOMO-LUMO gap**: 10.51 eV
**Energy above the lowest of the compared OMol25 structures with the same formula, charge and spin**: 2.861 eV
**HOMO level**: -0.3490 hartree

These are the Löwdin partial charges, in e, on atoms 1 to 5: atom 1 (O): -0.0744, atom 2 (C): -0.3042, atom 3 (N): 0.1154, atom 4 (C): -0.1726, atom 5 (C): -0.1839


Q: Which of these has the lowest calculated total energy?
A: C46H44LuN13O6S